(1)
Molecular formula: C2H2NO2S2
Method: DFT, ωB97M-V/def2-TZVPD

The geometry in ORCA input format:
```
! RIJCOSX wB97M-V def2-TZVPD def2/J DEFGRID3
* xyz -1 1
N -0.031 0.228 -0.201
C -0.901 1.274 -0.109
S -0.311 2.847 0.005
O -2.118 1.074 -0.274
C -2.864 -0.431 -0.044
O -2.078 -1.349 -0.089
S -4.448 -0.202 0.061
H -0.365 -0.657 -0.494
H 0.815 0.245 0.392
*
```

For the largest force on an atom, the calculation gives 3.23 eV/Å. The calculation puts the energy at -1079.10939 hartree. For the molecular weight, the calculation gives 136.18 g/mol. The calculation puts the energy above the lowest of the compared OMol25 structures with the same formula, charge and spin at 5.87 kcal per mole. The value obtained for the highest occupied orbital energy is -4.160 eV.

(2)
Molecular formula: C28H66BO14PTa
Method: DFT, ωB97M-V/def2-TZVPD

The geometry in ORCA input format:
```
! RIJCOSX wB97M-V def2-TZVPD def2/J DEFGRID3
* xyz -1 1
C 0.589 -3.212 -1.538
P 1.217 -2.934 0.173
O 2.161 -4.283 0.510
Ta 2.706 -0.840 -0.061
C 2.715 -0.367 2.157
C 3.020 1.060 2.429
C 4.262 1.463 2.948
C 4.565 2.785 3.170
C 3.636 3.768 2.893
C 2.400 3.397 2.385
C 2.102 2.064 2.163
O 2.753 -0.899 -2.102
B 3.314 0.236 -2.556
O 4.663 0.271 -2.957
O 2.544 1.393 -2.698
H -0.305 -3.827 -1.528
H 1.361 -3.666 -2.153
H 0.381 -2.223 -1.942
H 3.063 -4.089 0.234
H 4.179 -1.980 0.159
H 3.953 0.544 -0.267
H 1.170 0.207 -0.195
H 3.475 -1.000 2.613
H 1.740 -0.612 2.573
H 5.007 0.709 3.162
H 5.533 3.059 3.561
H 3.860 4.811 3.068
H 1.651 4.141 2.159
H 1.144 1.789 1.743
H 5.203 0.521 -2.203
H 2.919 2.117 -2.192
C -1.700 -9.344 -3.461
O -2.890 -8.983 -2.789
C -2.667 -8.425 -1.503
C -2.724 -6.914 -1.509
O -1.685 -6.351 -2.284
C -2.095 -5.928 -3.569
H -1.962 -9.552 -4.497
H -0.962 -8.539 -3.433
H -1.259 -10.247 -3.022
H -1.698 -8.751 -1.113
H -3.447 -8.808 -0.838
H -2.605 -6.555 -0.482
H -3.701 -6.580 -1.875
H -2.679 -5.003 -3.511
H -2.691 -6.693 -4.071
H -1.196 -5.733 -4.151
C -0.287 5.473 4.249
O 0.919 6.093 3.843
C 0.727 7.176 2.951
C 0.825 8.515 3.645
O -0.207 8.704 4.597
C 0.203 8.435 5.925
H -0.050 4.827 5.093
H -1.033 6.209 4.558
H -0.699 4.856 3.443
H -0.240 7.087 2.446
H 1.510 7.119 2.188
H 0.736 9.310 2.898
H 1.805 8.608 4.125
H 0.838 9.244 6.306
H 0.750 7.493 5.992
H -0.690 8.370 6.544
C 2.040 3.055 8.103
O 3.245 3.675 7.705
C 3.058 4.778 6.833
C 3.190 6.095 7.559
O 2.167 6.286 8.527
C 2.583 6.009 9.848
H 2.279 2.380 8.923
H 1.303 3.787 8.446
H 1.610 2.472 7.281
H 2.089 4.711 6.330
H 3.830 4.721 6.062
H 3.107 6.908 6.831
H 4.175 6.161 8.033
H 3.231 6.806 10.234
H 3.114 5.057 9.911
H 1.688 5.959 10.466
C -4.180 -7.690 -6.498
O -4.156 -6.330 -6.884
C -3.111 -6.004 -7.782
C -3.593 -5.919 -9.211
O -4.050 -7.168 -9.703
C -5.455 -7.312 -9.675
H -5.124 -7.868 -5.987
H -4.106 -8.361 -7.357
H -3.362 -7.910 -5.803
H -2.301 -6.737 -7.706
H -2.713 -5.029 -7.486
H -2.762 -5.598 -9.846
H -4.387 -5.168 -9.287
H -5.929 -6.708 -10.457
H -5.870 -7.028 -8.705
H -5.675 -8.362 -9.863
C -0.617 1.009 -3.638
O -1.948 0.647 -3.288
C -2.177 0.701 -1.891
C -2.931 1.948 -1.486
O -2.193 3.137 -1.713
C -2.526 3.793 -2.916
H -0.584 1.138 -4.719
H -0.308 1.936 -3.154
H 0.077 0.218 -3.345
H -1.231 0.637 -1.343
H -2.783 -0.170 -1.620
H -3.146 1.898 -0.414
H -3.886 1.990 -2.023
H -3.504 4.284 -2.842
H -2.538 3.100 -3.761
H -1.765 4.551 -3.092
*
```

For the largest force on an atom, the calculation gives 1.79 eV/Å. The calculation puts the energy at -2582.89934 hartree. For the molecular weight, the calculation gives 849.56 g/mol. The value obtained for the highest occupied orbital energy is -4.314 eV.

(3)
Molecular formula: C17H27BF9N3O11S
Method: DFT, ωB97M-V/def2-TZVPD

The geometry in ORCA input format:
```
! RIJCOSX wB97M-V def2-TZVPD def2/J DEFGRID3
* xyz 0 1
C -1.947 -1.401 -6.208
C -0.666 -1.747 -6.959
O 0.182 -0.610 -7.169
B 0.664 0.099 -6.105
O 0.962 1.424 -6.302
C 0.974 -0.565 -4.705
C 1.690 -1.800 -4.727
C 2.028 -2.476 -3.602
C 1.676 -1.945 -2.352
N 1.994 -2.627 -1.219
C 1.632 -2.087 -0.089
C 0.976 -0.834 -0.068
S 0.395 -0.018 1.423
O -0.850 -0.595 1.837
O 0.467 1.394 1.202
C 1.656 -0.308 2.791
F 2.124 0.902 3.135
F 2.688 -1.039 2.346
C 1.080 -1.010 4.052
F 2.141 -1.382 4.804
F 0.445 -2.128 3.683
C 0.129 -0.107 4.916
F -0.257 0.978 4.228
F -0.974 -0.829 5.214
C 0.731 0.361 6.272
F 0.811 -0.660 7.125
F -0.081 1.282 6.786
F 1.940 0.908 6.105
N 0.664 -0.153 -1.122
C 0.987 -0.705 -2.312
C 0.626 -0.017 -3.503
C -0.130 1.275 -3.352
C -1.528 1.096 -2.704
C -2.551 1.933 -3.431
N -3.486 1.215 -4.207
O -2.540 3.145 -3.389
H -2.194 -0.351 -6.361
H -2.772 -1.977 -6.627
H -1.889 -1.625 -5.145
H -0.125 -2.558 -6.472
H -0.922 -2.109 -7.953
H 0.309 1.855 -6.863
H 1.964 -2.212 -5.691
H 2.565 -3.412 -3.642
H 1.832 -2.627 0.827
H 0.454 1.924 -2.702
H -0.225 1.780 -4.308
H -1.506 1.444 -1.673
H -1.834 0.050 -2.700
H -4.027 1.896 -4.732
H -4.138 0.699 -3.624
O -3.692 0.421 1.363
H -3.715 1.214 1.908
H -2.896 -0.049 1.634
O 4.378 -0.909 7.110
H 3.471 -0.696 6.873
H 4.822 -0.056 7.142
O -5.237 1.673 3.468
H -5.141 1.853 4.407
H -5.910 0.989 3.410
O 2.971 3.591 1.677
H 3.098 3.674 2.631
H 2.186 3.040 1.572
O 4.154 2.633 4.261
H 3.676 1.981 3.739
H 5.074 2.356 4.198
O -3.511 -1.742 6.621
H -3.040 -2.329 7.220
H -2.832 -1.390 6.038
*
```

For the largest force on an atom, the calculation gives 1.31 eV/Å. The calculation puts the energy at -2977.83045 hartree. For the molecular weight, the calculation gives 663.27 g/mol. The value obtained for the highest occupied orbital energy is -9.673 eV.

(4)
Molecular formula: H4NO2PS
Method: DFT, ωB97M-V/def2-TZVPD

The geometry in ORCA input format:
```
! RIJCOSX wB97M-V def2-TZVPD def2/J DEFGRID3
* xyz 0 1
N -0.071 0.260 -1.057
S 1.087 -0.888 -0.381
O 2.464 -0.420 -0.591
O 0.773 -2.190 -0.952
P 0.743 -0.721 1.832
H 0.094 1.214 -0.770
H -0.961 -0.066 -0.656
H -0.516 -1.220 1.588
H 0.346 0.462 1.587
*
```

For the largest force on an atom, the calculation gives 4.46 eV/Å. The calculation puts the energy at -947.10941 hartree. For the molecular weight, the calculation gives 113.08 g/mol. The calculation puts the energy above the lowest of the compared OMol25 structures with the same formula, charge and spin at 99.67 kcal per mole. The value obtained for the highest occupied orbital energy is -10.459 eV.

> Which of these has the lowest largest force on an atom?

C17H27BF9N3O11S

> The lowest energy belongs to which entry?

C17H27BF9N3O11S

> highest occupied orbital energy of number 4 (H4NO2PS)?

-10.459 eV

Please write out number 4 again, unchanged.
Molecular formula: H4NO2PS
Method: DFT, ωB97M-V/def2-TZVPD

The geometry in ORCA input format:
```
! RIJCOSX wB97M-V def2-TZVPD def2/J DEFGRID3
* xyz 0 1
N -0.071 0.260 -1.057
S 1.087 -0.888 -0.381
O 2.464 -0.420 -0.591
O 0.773 -2.190 -0.952
P 0.743 -0.721 1.832
H 0.094 1.214 -0.770
H -0.961 -0.066 -0.656
H -0.516 -1.220 1.588
H 0.346 0.462 1.587
*
```

For the largest force on an atom, the calculation gives 4.46 eV/Å. The calculation puts the energy at -947.10941 hartree. For the molecular weight, the calculation gives 113.08 g/mol. The calculation puts the energy above the lowest of the compared OMol25 structures with the same formula, charge and spin at 99.67 kcal per mole. The value obtained for the highest occupied orbital energy is -10.459 eV.